203
Properties=species:S:1:pos:R:3:forces:R:3 method="wB97M-V/def2-TZVPD" homo_energy_ev=-8.8341 total_charge=0 lumo_ev=0.08 orbital_gap_ev=8.91 total_energy_ev=-178185.4440 fmax_ev_per_a=3.95
C 16.1021 -7.9293 -1.1411 0.47 -0.32 -0.62
C 14.9317 -8.4584 -1.9728 -0.30 -0.43 1.53
C 14.3022 -9.7085 -1.3825 0.32 -1.83 0.36
O 12.8768 -9.5422 -1.5439 0.29 0.65 -0.22
C 12.6534 -8.2054 -1.6175 -0.44 0.14 0.62
O 11.5630 -7.6808 -1.5042 2.04 -0.61 -0.55
O 13.8618 -7.5690 -1.7244 -2.23 1.48 -0.30
H 15.8607 -7.8362 -0.0822 -0.39 -0.17 -0.09
H 16.4518 -6.9537 -1.4785 -0.15 -0.06 -0.29
H 16.9435 -8.6208 -1.1856 0.09 -0.05 -0.08
H 15.0335 -8.5692 -3.0524 0.54 0.26 0.00
H 14.5125 -9.8858 -0.3278 -0.08 0.79 0.38
H 14.6110 -10.6795 -1.7697 -0.21 0.18 -0.82
C 15.8046 -4.1274 -5.6782 0.28 -0.40 0.86
C 16.2582 -4.5966 -4.2580 -0.38 -1.73 -0.34
O 15.8270 -5.6548 -3.7839 0.43 2.03 -0.66
C 17.4596 -3.8962 -3.6806 0.17 0.27 -0.76
H 15.1392 -4.8986 -6.0664 -0.03 0.25 -0.07
H 16.6855 -4.0297 -6.3126 0.23 -0.35 -0.01
H 15.3712 -3.1302 -5.7547 -0.32 -0.08 0.51
H 17.5788 -2.9247 -4.1603 -0.23 0.35 0.51
H 18.2959 -4.4288 -4.1334 0.21 -0.41 0.13
H 17.5988 -3.8874 -2.5996 -0.37 0.03 -0.13
C 16.0377 -7.1630 -8.0779 -0.45 -1.15 0.02
C 16.3733 -8.0953 -9.2900 1.67 0.32 -0.62
O 17.4365 -7.9821 -9.9056 -2.08 -0.21 1.10
C 15.3732 -9.2410 -9.6183 -0.18 0.55 -0.20
H 15.2958 -6.3934 -8.2905 -0.01 -0.08 -0.41
H 16.8500 -6.6977 -7.5196 0.47 -0.10 -0.76
H 15.5707 -7.8143 -7.3391 -0.31 -0.07 0.10
H 15.4866 -10.0709 -8.9207 0.02 0.16 0.28
H 15.4399 -9.6759 -10.6155 0.84 0.30 -0.06
H 14.3295 -8.9272 -9.6031 -0.02 0.28 0.61
C 13.6654 -6.8003 3.9836 -0.53 -0.67 -1.28
C 14.6584 -7.8480 4.3469 0.79 -2.99 0.78
O 14.8969 -8.9070 3.7407 -0.71 2.38 0.46
C 15.4072 -7.6042 5.6585 0.56 1.62 -0.85
H 12.8631 -6.7900 4.7214 0.28 0.48 0.37
H 13.1532 -7.0675 3.0593 0.17 -0.09 -0.06
H 14.1523 -5.8417 3.8043 -0.18 0.05 0.60
H 15.5326 -6.5215 5.6640 0.20 0.34 0.18
H 16.4237 -7.9851 5.5593 -0.32 -0.48 0.39
H 14.9407 -7.7637 6.6306 -0.26 -0.74 -0.35
C 11.6099 -10.1350 4.0250 -1.49 -0.02 -0.59
C 10.9527 -10.1985 2.6184 2.18 -0.68 0.51
O 10.4911 -11.2516 2.2201 -0.14 1.03 0.07
C 11.1132 -8.9854 1.6956 -0.39 -0.53 -0.03
H 12.6894 -10.2186 3.8994 -0.02 0.24 0.10
H 11.2119 -10.9391 4.6440 0.23 -0.22 -0.18
H 11.2883 -9.2144 4.5121 0.49 0.29 -0.02
H 10.0577 -8.8239 1.4769 0.14 0.64 -0.72
H 11.6923 -9.2224 0.8031 -0.57 -0.71 -0.26
H 11.6081 -8.0544 1.9720 -0.49 -0.26 1.05
C 18.7955 -8.8603 3.8413 0.82 -0.36 -1.13
C 18.0958 -9.3492 2.5103 -0.47 1.89 0.29
O 17.9215 -8.6481 1.5188 0.55 -0.74 1.46
C 17.7116 -10.7885 2.5541 -0.31 -0.05 0.06
H 18.2687 -8.5468 4.7426 -0.79 -0.20 -0.52
H 19.5209 -8.0708 3.6447 -0.16 0.10 -0.30
H 19.3744 -9.7309 4.1495 0.18 -0.02 0.18
H 16.7195 -10.9593 2.1362 0.01 0.19 -0.04
H 17.7302 -11.1069 3.5964 0.08 -0.44 -0.26
H 18.4296 -11.3103 1.9214 0.11 -0.33 0.22
C 17.9832 -4.5359 1.5442 0.40 -0.24 0.95
C 18.6022 -3.5295 0.6315 -1.59 0.41 -0.53
O 17.7958 -3.1432 -0.1953 1.11 0.76 -0.81
C 20.0054 -3.0111 0.7822 0.27 -0.38 0.55
H 16.9096 -4.3590 1.4796 0.11 -0.38 -0.06
H 18.2753 -4.4710 2.5924 0.29 -0.03 0.03
H 18.2594 -5.5212 1.1689 -0.19 -0.27 0.12
H 19.9620 -2.0955 1.3720 -0.14 0.18 -0.05
H 20.5633 -2.8015 -0.1304 -0.43 -0.07 -0.12
H 20.5748 -3.7053 1.4003 0.13 -0.08 -0.09
C 17.1939 -10.0854 -5.8072 1.61 -0.48 -1.44
C 18.6691 -10.5051 -5.5501 0.07 -0.33 2.17
O 19.6227 -9.7578 -5.6179 -1.02 -0.03 -0.47
C 18.9236 -11.9472 -5.0442 0.14 0.85 -0.68
H 17.2939 -9.5445 -6.7482 -0.28 0.73 0.18
H 16.7613 -9.4805 -5.0103 0.07 -0.16 -0.11
H 16.6066 -10.9478 -6.1226 -0.24 -0.11 0.74
H 18.5222 -12.2201 -4.0683 -0.60 0.35 -0.11
H 20.0043 -12.0387 -4.9352 -0.09 -0.26 -0.47
H 18.4858 -12.5737 -5.8213 0.26 -0.56 0.21
C 8.6343 -1.9430 -4.5155 -0.24 -0.29 -0.61
C 9.7052 -2.9441 -4.1016 -0.18 1.51 -0.19
O 10.8150 -2.4871 -4.0433 1.40 -0.38 0.01
C 9.3823 -4.3026 -3.5861 -0.97 0.00 0.03
H 9.1235 -1.0871 -4.9806 0.16 -0.17 0.07
H 8.0662 -1.5391 -3.6776 -0.12 -0.38 0.15
H 7.9629 -2.3763 -5.2569 -0.30 -0.02 0.16
H 9.4285 -4.0828 -2.5195 0.04 -0.64 0.30
H 10.0375 -5.1271 -3.8673 0.26 0.39 0.10
H 8.3510 -4.5714 -3.8152 0.00 -0.07 0.02
C 6.6543 -7.9429 -3.4441 0.62 -0.54 0.42
C 6.9226 -8.5844 -2.0996 0.92 0.83 0.77
O 5.9651 -8.9548 -1.4609 0.93 -0.38 0.25
C 8.4153 -8.3912 -1.5266 -1.11 0.05 -0.15
H 5.5895 -8.0684 -3.6400 0.20 0.35 -0.26
H 7.2950 -8.3565 -4.2229 -0.13 -0.08 -0.07
H 6.9969 -6.9226 -3.2715 -0.39 0.34 -0.38
H 8.3950 -7.8060 -0.6072 -0.48 -0.14 0.24
H 9.0525 -7.7737 -2.1597 -0.19 -0.25 -0.51
H 8.9673 -9.3033 -1.2998 -0.40 -0.10 -0.20
C 20.9314 -7.3948 -0.3018 -0.19 0.19 -0.80
C 21.9809 -7.4552 0.8233 -0.65 -2.41 1.56
O 22.7138 -8.4351 0.8820 -0.29 1.49 -0.53
C 21.7795 -6.5838 2.1089 -0.71 0.06 -1.36
H 21.3593 -7.4092 -1.3041 0.58 0.51 0.08
H 20.1574 -6.6277 -0.2767 0.45 0.46 0.31
H 20.3227 -8.2918 -0.4160 0.23 -0.53 0.96
H 20.8569 -6.0490 1.8834 0.17 0.63 0.33
H 22.6033 -5.9208 2.3735 -0.03 -0.01 -0.31
H 21.5373 -7.1803 2.9885 0.37 -0.46 -0.27
C 13.8220 -4.4228 -0.1453 -0.72 0.99 -0.17
C 12.5450 -4.2474 -1.0689 -0.12 -0.26 1.52
C 11.4252 -3.7277 -0.0799 0.44 0.51 -0.47
S 11.6014 -4.6425 1.4126 2.14 -1.95 2.69
O 10.8880 -5.9317 1.4229 0.28 1.94 -0.46
O 11.4957 -3.7897 2.6107 -0.12 -0.71 -1.70
C 13.4313 -5.1272 1.1175 -1.29 -0.35 0.04
H 14.0822 -3.3947 0.1064 0.23 0.18 0.09
H 14.7357 -4.8540 -0.5545 -0.38 -0.18 -0.57
H 12.1276 -5.1767 -1.4566 0.59 -0.07 -0.42
H 12.8187 -3.5092 -1.8227 -0.58 -0.21 -0.17
H 10.3648 -3.8396 -0.3063 0.14 -0.13 -0.65
H 11.5872 -2.6883 0.2053 0.07 0.02 0.03
H 13.4045 -6.2032 0.9455 -0.23 -0.07 0.02
H 14.0713 -4.9589 1.9837 -0.34 0.45 -0.10
C 9.7410 -9.0099 -5.5017 1.12 -1.41 1.11
C 9.1864 -10.3503 -6.0014 -0.71 0.03 0.13
C 10.1989 -11.4801 -5.8360 0.68 0.70 -0.10
S 11.8511 -10.6134 -6.1248 -2.28 1.01 0.34
O 12.2294 -10.7799 -7.4954 0.95 -0.97 -0.72
O 12.7593 -10.8256 -5.0211 -0.08 -0.09 -0.42
C 11.1640 -8.9099 -6.1344 -1.64 0.47 0.18
H 9.8393 -9.1800 -4.4295 0.06 0.35 0.32
H 8.9990 -8.2205 -5.6217 0.58 0.28 -0.47
H 8.8527 -10.2944 -7.0375 0.11 0.07 -0.12
H 8.3127 -10.5758 -5.3899 -0.11 -0.16 -0.08
H 10.0067 -12.2517 -6.5815 0.54 0.04 -0.07
H 10.1759 -11.9268 -4.8421 0.20 0.30 0.06
H 10.8981 -8.6153 -7.1496 0.84 -0.43 -0.39
H 11.8816 -8.1867 -5.7470 -0.12 -0.22 0.37
C 17.0396 -16.5260 -0.1608 -0.80 -0.27 1.19
C 17.0690 -15.6308 1.1251 -0.77 -0.60 0.51
C 16.4569 -14.2786 0.8779 0.84 1.18 -1.88
S 15.0368 -14.5672 -0.2778 1.50 1.11 0.32
O 14.9359 -13.3857 -1.1676 -0.16 -1.86 1.19
O 13.8923 -15.0155 0.4993 0.54 0.04 -0.91
C 15.9709 -15.9629 -1.1215 0.34 1.00 -0.21
H 16.8939 -17.5722 0.1081 -0.67 0.05 0.24
H 18.0607 -16.6127 -0.5322 -0.18 0.79 -0.75
H 18.0910 -15.6659 1.5023 -0.19 0.53 0.24
H 16.3744 -15.9485 1.9027 0.36 -1.18 0.12
H 17.1081 -13.6695 0.2509 0.14 0.08 -0.36
H 16.2760 -13.6051 1.7157 -0.64 -0.61 0.23
H 16.5533 -15.4457 -1.8840 -0.56 0.19 -0.33
H 15.2169 -16.5761 -1.6150 0.28 -0.28 0.31
C 13.6891 -14.4342 -7.1385 0.10 0.53 1.87
C 13.8390 -15.9610 -7.2023 -0.51 -0.19 0.34
C 13.5470 -16.5215 -5.7565 0.76 0.72 -0.68
S 14.5348 -15.4263 -4.6923 -0.59 -1.05 -1.51
O 15.9392 -15.8232 -4.6974 -0.80 0.08 0.61
O 13.7452 -15.3413 -3.4745 0.92 0.59 -0.17
C 14.4501 -14.0166 -5.8715 0.77 0.03 1.40
H 12.6723 -14.0913 -6.9472 -0.28 -0.33 -0.55
H 14.1200 -13.8475 -7.9498 -0.23 -0.42 -0.27
H 14.8661 -16.1750 -7.4979 0.03 -0.27 0.12
H 13.1801 -16.3552 -7.9760 -0.01 -0.27 0.19
H 13.8214 -17.5467 -5.5079 0.19 0.02 -0.42
H 12.5277 -16.3664 -5.4030 -0.08 0.13 -0.33
H 15.5072 -13.8487 -6.0772 -0.03 0.11 0.03
H 14.0815 -13.2145 -5.2322 -0.29 0.38 -0.56
C 21.8548 -12.3426 -2.4863 -0.17 -1.81 0.34
C 20.7180 -12.0123 -1.4640 0.57 1.78 -0.26
C 21.4251 -11.8098 -0.1118 0.43 -1.27 -0.65
S 22.6669 -13.1077 -0.0603 -1.49 -2.83 -0.86
O 22.1665 -14.2611 0.7196 0.97 1.66 -0.65
O 23.9497 -12.4943 0.1135 0.56 0.12 0.98
C 22.6652 -13.5472 -1.8685 0.08 1.27 0.99
H 22.5257 -11.4980 -2.6432 -0.11 0.11 0.36
H 21.4970 -12.6113 -3.4803 -0.20 -0.02 0.15
H 19.8018 -12.6024 -1.4403 0.55 -0.81 0.03
H 20.3164 -11.0278 -1.7040 0.00 0.21 -0.28
H 20.7836 -11.9287 0.7614 0.28 0.48 0.02
H 22.1539 -11.0012 -0.1682 -0.85 0.81 0.42
H 22.3285 -14.5714 -2.0292 -0.47 0.31 0.01
H 23.7439 -13.5093 -2.0203 -0.14 0.05 -0.53
C 10.5767 -14.3549 -2.7491 -0.60 1.08 -1.82
C 10.8741 -13.9706 -1.3307 -1.92 0.84 1.03
C 10.2850 -12.5447 -1.0856 -0.22 -1.31 -0.15
S 8.6543 -12.5234 -1.9987 1.04 1.34 1.30
O 8.7053 -11.2358 -2.7654 -0.91 -2.50 0.60
O 7.5618 -12.8401 -1.0340 1.94 0.68 -2.36
C 9.0496 -14.0149 -3.0210 -0.13 -1.08 0.93
H 10.7853 -15.4075 -2.9404 -0.09 0.07 -0.09
H 11.1588 -13.7470 -3.4418 0.31 -0.11 -0.15
H 11.8986 -13.9680 -0.9587 -0.08 -0.53 -0.35
H 10.2021 -14.6468 -0.8021 0.56 -0.25 0.88
H 11.0592 -11.8507 -1.4130 -0.72 0.57 -0.45
H 10.0284 -12.3505 -0.0442 0.07 -0.02 0.00
H 8.5679 -14.0732 -3.9971 0.89 1.09 -0.60
H 8.4541 -14.8418 -2.6342 -0.01 0.13 1.09